Density functional theory data (the ωB97M-V functional and the def2-TZVPD basis) for an isolated molecule of C23H25N3O2.

Cartesian coordinates (Å):
C1 -6.03735 -2.43643 -0.69643
O1 -5.23565 -1.62518 -1.52320
C2 -4.47549 -0.65999 -0.95874
C3 -4.40774 -0.38880 0.40626
C4 -3.59422 0.62411 0.87761
C5 -2.82807 1.39682 0.00807
C6 -1.94250 2.50864 0.42118
O2 -1.47553 3.27110 -0.40378
C7 -1.57663 2.66964 1.89803
N1 -0.33611 2.03790 2.30912
C8 -0.26229 0.59562 2.21895
C9 0.24391 0.09506 0.86096
N2 1.53404 0.69830 0.58255
C10 2.39781 0.04613 -0.28528
C11 2.86937 0.61917 -1.44827
C12 3.71389 -0.11000 -2.30462
C13 4.18970 0.51268 -3.58121
N3 4.08819 -1.33924 -2.06246
C14 3.70715 -1.91389 -0.90341
C15 4.17591 -3.21448 -0.62778
C16 3.89407 -3.81854 0.56579
C17 3.15698 -3.13658 1.54239
C18 2.66424 -1.88371 1.29129
C19 2.88671 -1.25557 0.05200
C20 1.41162 2.14076 0.50590
C21 0.89885 2.64787 1.86257
C22 -2.91547 1.12259 -1.36426
C23 -3.71389 0.11450 -1.84151
H1 -6.55217 -3.12146 -1.36783
H2 -5.43146 -3.01081 0.01112
H3 -6.77647 -1.84379 -0.14856
H4 -4.99041 -0.95944 1.11236
H5 -3.58682 0.81069 1.94034
H6 -2.36712 2.29087 2.54814
H7 -1.46305 3.74144 2.08581
H8 -1.24148 0.16513 2.43238
H9 0.43920 0.26557 2.99463
H10 0.32737 -0.99141 0.86049
H11 -0.47697 0.37785 0.07509
H12 2.56082 1.60887 -1.74696
H13 3.34250 0.81641 -4.19396
H14 4.79364 -0.20278 -4.13086
H15 4.78645 1.39807 -3.36671
H16 4.77689 -3.69913 -1.38120
H17 4.26107 -4.81308 0.77470
H18 2.98782 -3.60112 2.50321
H19 2.13574 -1.34902 2.06596
H20 2.39697 2.57252 0.32236
H21 0.72932 2.45585 -0.29516
H22 0.76805 3.72954 1.82091
H23 1.65618 2.41517 2.62076
H24 -2.33095 1.72649 -2.04251
H25 -3.77665 -0.10090 -2.89624

The structure (SMILES) is COc1ccc(C(=O)CN2CCN(c3cc(C)nc4ccccc34)CC2)cc1. The energy is -1206.18114 hartree. As for the lowest unoccupied orbital energy: 0.20 eV.

Density functional theory data (the ωB97M-V functional and the def2-TZVPD basis) for a cluster of 2 separate species, C6H12N2 in total in a non-equilibrium geometry.

Cartesian coordinates (Å):
C1 -0.39124 1.55690 -0.93613
C2 -1.14376 0.37624 -1.39054
C3 -2.42237 0.09902 -1.15284
N1 -2.67559 -1.27968 -1.37577
C4 -1.45611 -1.73999 -1.67847
N2 -0.55903 -0.73506 -1.94266
H1 -0.87259 2.27617 -0.30861
H2 0.02377 2.13864 -1.75705
H3 0.50391 1.30067 -0.36669
H4 -3.32327 0.71522 -0.82043
H5 -3.49373 -1.63221 -1.14251
H6 -1.17888 -2.63646 -1.93328
C5 2.40551 0.56104 1.48183
C6 1.84402 -0.64114 2.20238
H7 2.61754 1.38471 2.18729
H8 3.42204 0.30461 0.95108
H9 1.71577 1.03790 0.67493
H10 1.55792 -0.35498 3.23643
H11 2.51277 -1.56764 2.15851
H12 0.91333 -1.16396 1.91255

The structure (SMILES) is Cc1c[nH]cn1.CC. The energy is -345.25321 hartree. As for the lowest unoccupied orbital energy: 0.91 eV.

Density functional theory data (the ωB97M-V functional and the def2-TZVPD basis) for a structure of composition C44H26AsF10GeN8NiS in a non-equilibrium geometry.

Cartesian coordinates (Å):
Ni1 -0.39302 0.41099 0.08880
S1 -0.72094 0.92926 2.24306
C1 0.72966 0.20382 2.81988
N1 1.00464 0.09686 4.06981
N2 2.24761 -0.46892 4.39608
C2 3.43532 0.24604 4.22808
C3 3.53880 1.40234 3.45630
C4 4.76758 2.03132 3.30802
C5 5.90800 1.53752 3.92136
C6 5.80109 0.39507 4.70688
C7 4.58433 -0.24093 4.86232
N3 1.68588 -0.26880 1.87279
N4 1.32101 -0.31315 0.69045
C8 2.40056 -0.59452 -0.22489
C9 2.13201 -0.95364 -1.53382
C10 3.19291 -1.21467 -2.40033
C11 4.49548 -1.06873 -1.96616
C12 4.75672 -0.67444 -0.65217
C13 3.72184 -0.44519 0.22471
H1 2.18239 -0.89194 5.30708
H2 2.66918 1.81915 2.96950
H3 4.82483 2.91774 2.68860
H4 6.86300 2.02713 3.78479
H5 6.67741 -0.01337 5.19587
H6 4.51420 -1.14336 5.45986
H7 1.14271 -1.09372 -1.96404
H8 2.94724 -1.47712 -3.41955
H9 5.31832 -1.22483 -2.65208
H10 5.77737 -0.52467 -0.32300
H11 3.91942 -0.12473 1.23696
F1 -1.47105 -0.75996 -2.16849
As1 0.06775 -0.47575 -4.70160
F2 1.96903 0.19406 -4.50098
F3 -0.05109 0.72393 -6.03837
F4 0.79796 -1.66660 -5.74207
F5 -1.57790 -1.16960 -5.25207
F6 0.16745 -2.29799 -3.00117
C14 -1.05826 -0.91482 -0.97666
Ge1 -1.95244 -2.70176 -0.36721
C15 -2.37400 -2.55182 1.53063
C16 -1.28932 -2.44063 2.39991
C17 -1.46972 -2.39922 3.77292
C18 -2.74952 -2.48454 4.30215
C19 -3.83911 -2.61215 3.45383
C20 -3.65081 -2.64542 2.07772
C21 -3.33800 -2.87101 -1.70935
C22 -2.86277 -3.09260 -3.00403
C23 -3.75623 -3.12596 -4.06839
C24 -5.11557 -2.97125 -3.84476
C25 -5.59161 -2.74448 -2.55868
C26 -4.70237 -2.67546 -1.49637
C27 -0.66848 -4.15192 -0.54360
C28 0.67563 -3.96807 -0.83806
C29 1.52862 -5.05741 -0.96112
C30 1.04314 -6.34445 -0.79125
C31 -0.30078 -6.54287 -0.49992
C32 -1.14827 -5.45194 -0.37995
H12 -0.28101 -2.37471 2.00194
H13 -0.61176 -2.28390 4.42273
H14 -2.89684 -2.44805 5.37466
H15 -4.84074 -2.68195 3.86081
H16 -4.51646 -2.74968 1.43657
H17 -1.79137 -3.13901 -3.21141
H18 -3.35875 -3.21187 -5.07026
H19 -5.80661 -2.98507 -4.67933
H20 -6.65025 -2.58904 -2.38688
H21 -5.08475 -2.44048 -0.51081
H22 1.07523 -2.98127 -1.01264
H23 2.56665 -4.88635 -1.21622
H24 1.70538 -7.19528 -0.90049
H25 -0.69035 -7.54642 -0.37649
H26 -2.19902 -5.62271 -0.16470
F7 -0.85659 3.71209 -5.38405
C33 0.18690 3.33766 -4.64565
C34 1.41803 3.31077 -5.23172
F8 1.50546 3.64984 -6.51485
C35 2.59286 2.92748 -4.54301
C36 2.38696 2.59800 -3.18408
C37 1.15570 2.64262 -2.60382
F9 1.08890 2.34305 -1.28713
C38 -0.02130 2.97043 -3.30122
C39 -1.33966 2.87934 -2.72334
C40 -1.53907 2.21733 -1.52484
N5 -1.70582 1.65941 -0.50976
C41 -2.53033 3.34454 -3.34486
N6 -3.52672 3.75814 -3.75218
F10 3.42226 2.24509 -2.42502
C42 3.86288 2.88923 -5.14589
C43 4.11643 3.27596 -6.49100
N7 4.42459 3.57405 -7.56135
C44 5.04550 2.48216 -4.46809
N8 6.05029 2.16380 -3.99968

As for the multiplicity: 2. The energy is -9348.15228 hartree. Its net charge is -2. As for the lowest unoccupied orbital energy (spin up / spin down): 2.51 / 2.11 eV.

Density functional theory data (the ωB97M-V functional and the def2-TZVPD basis) for a cluster of 2 separate species, C3H12N2O in total in a non-equilibrium geometry.

Cartesian coordinates (Å):
C1 0.01988 0.99110 2.18372
N1 0.39721 0.57187 0.85426
C2 0.19120 1.37237 -0.30856
C3 0.57530 0.59164 -1.54858
N2 -0.25171 -0.56893 -1.88581
H1 0.79598 1.62224 2.63330
H2 -0.91175 1.55533 2.12598
H3 -0.20730 0.12113 2.80025
H4 1.09827 -0.13594 0.74122
H5 0.72522 2.34563 -0.34457
H6 -0.88538 1.60225 -0.39449
H7 1.62325 0.28944 -1.32942
H8 0.69452 1.18974 -2.45313
H9 0.20992 -1.45956 -1.77565
H10 -1.06729 -0.63948 -1.30009
O1 -0.75872 -2.36102 0.39860
H11 -1.37591 -2.29892 1.12765
H12 -0.31494 -3.17082 0.65660

The structure (SMILES) is CNCCN.O. The energy is -306.21093 hartree. As for the lowest unoccupied orbital energy: 0.61 eV.